# 1
Density functional theory data (ωB97M-V/def2-TZVPD) for a cluster of 7 separate species, C22H63B2N4O14P2 in total in a non-equilibrium geometry.

XYZ file:
```
107
Properties=species:S:1:pos:R:3:forces:R:3
C 2.85833 3.40611 -4.36781 0.544 0.297 -0.439
O 2.48880 4.57071 -5.08250 -0.244 -0.192 0.480
C 1.09950 4.71209 -5.31905 -0.121 0.702 -0.521
C 0.61805 6.02892 -4.74316 0.552 -0.156 0.803
C 0.79052 6.06163 -3.20334 -0.909 0.311 -0.591
C -0.50001 6.51572 -2.52650 -0.291 -0.396 0.078
C -1.58188 5.43666 -2.66809 0.601 0.023 0.409
C -1.26880 4.28687 -1.67491 -0.502 0.932 -0.584
C -2.29151 4.23320 -0.55617 0.098 -1.234 -0.043
C -1.86193 3.26002 0.56928 -0.789 1.202 -0.691
C -3.08610 2.60079 1.17112 0.772 -0.611 0.409
C -2.76365 1.56995 2.27393 -0.823 0.085 -0.139
C -2.83707 0.17110 1.65565 -0.377 0.148 0.129
N -2.14790 -0.92135 2.34632 -0.002 0.004 0.056
O -2.93544 -1.57460 3.27404 0.147 0.320 -0.061
B -2.82090 -1.05799 4.57720 -0.471 0.253 0.170
O -1.92984 -0.08515 4.86305 0.831 -0.170 0.043
O -3.66978 -1.55585 5.50354 0.428 -1.180 0.012
C -0.90786 -1.32418 2.13930 -0.189 0.669 -0.101
N -0.19023 -0.45925 1.32390 0.589 -0.601 0.619
C 0.41400 0.66227 2.07417 -0.399 0.584 0.270
C 0.70447 -1.08508 0.35068 1.056 0.895 -0.978
P 0.11230 -0.59250 -1.34271 -1.329 -0.764 -0.235
N -1.01207 -1.49770 -1.97970 0.446 0.122 0.551
C 0.92398 -2.56098 0.56674 -1.083 -0.626 0.119
P 2.41677 -3.26357 -0.29207 1.534 0.528 -0.406
C 2.02568 -3.22540 -2.08639 -0.315 0.183 0.744
O 2.40472 -4.89411 0.04113 -0.876 0.411 0.506
C 0.96151 -2.77307 2.10102 1.332 0.527 -0.517
B 2.21453 -2.10556 2.83854 -0.149 0.126 0.656
O 3.51094 -2.43957 2.53236 -0.205 0.625 -0.581
O 1.94237 -1.24416 3.84897 0.305 -0.040 -0.182
C 3.05272 -0.40667 4.24608 -0.666 0.536 0.262
N -0.34183 -2.39839 2.68868 -0.496 -1.481 -1.044
C -1.08001 -3.62811 3.01796 -0.094 -1.139 0.207
C -1.67864 -4.48942 1.89118 -0.306 -0.230 -0.046
C -2.63205 -3.79023 0.94529 0.270 0.000 -0.037
O -0.70633 -5.30687 1.20036 0.323 0.629 -0.199
H 2.08205 3.03186 -3.70477 -0.279 -0.073 -0.058
H 3.18317 2.64413 -5.07182 -0.183 -0.346 0.008
H 3.72199 3.63592 -3.75147 0.149 0.156 0.091
H 0.89830 4.72535 -6.39229 0.170 -0.215 -0.164
H 0.52827 3.88793 -4.89900 -0.052 -0.243 0.186
H 1.21490 6.83867 -5.14511 0.030 0.140 -0.412
H -0.41727 6.18637 -5.02479 -0.209 0.050 -0.100
H 1.01447 5.05027 -2.88188 0.295 -0.128 0.307
H 1.59560 6.72548 -2.92442 0.388 -0.019 0.093
H -0.84269 7.46865 -2.92273 0.058 0.151 -0.154
H -0.34535 6.64958 -1.45583 0.125 0.253 0.168
H -2.56236 5.85198 -2.45508 -0.230 0.067 0.080
H -1.62141 5.06713 -3.68653 0.051 0.069 -0.046
H -0.27456 4.44914 -1.26750 0.239 -0.172 0.069
H -1.27443 3.35938 -2.24425 0.127 -0.412 0.259
H -3.18745 3.79734 -0.99535 -0.392 0.237 -0.065
H -2.55430 5.21342 -0.17361 0.088 0.214 0.082
H -1.21967 2.54040 0.07331 0.345 -0.375 0.304
H -1.32605 3.85997 1.30034 0.383 -0.331 0.274
H -3.57848 2.06357 0.36371 -0.396 0.073 -0.132
H -3.77690 3.33727 1.55680 -0.143 0.298 -0.006
H -3.56447 1.64358 3.00287 -0.023 -0.101 0.357
H -1.85598 1.77576 2.82044 0.339 0.050 -0.135
H -2.58593 0.18278 0.60591 0.635 -0.150 -0.217
H -3.88100 -0.12004 1.67297 -0.192 -0.247 0.019
H -1.50949 -0.28480 5.71555 -0.305 0.551 -0.072
H -3.81004 -2.50425 5.33492 -0.575 0.448 0.238
H 0.18855 1.62824 1.63670 -0.063 0.025 -0.358
H 0.00596 0.66851 3.07561 -0.092 -0.007 0.252
H 1.48694 0.57167 2.18179 0.203 -0.233 -0.199
H 1.68783 -0.60759 0.44150 0.069 0.175 0.142
H 1.27223 -0.45867 -2.13161 0.014 0.330 0.174
H -0.39141 0.70977 -1.12908 0.660 0.133 0.022
H -1.22890 -2.27808 -1.36831 -0.165 -0.127 -0.304
H 0.03618 -3.08901 0.20172 -0.041 -0.140 -0.022
H 0.96212 -3.26968 -2.29736 -0.139 -0.208 -0.262
H 2.42144 -2.29138 -2.47092 0.087 0.160 -0.128
H 2.56957 -4.04369 -2.55154 -0.109 -0.068 -0.059
H 1.61688 -5.16840 0.54033 0.098 -0.172 -0.288
H 1.15250 -3.83212 2.21771 -0.478 -0.290 0.455
H 3.77288 -1.99612 1.70387 0.274 -0.709 0.114
H 2.64657 0.35560 4.90164 -0.141 -0.011 0.243
H 3.43757 0.11696 3.37903 0.401 -0.145 -0.106
H 3.82314 -0.94641 4.77573 0.164 -0.277 -0.092
H -0.40271 -4.27185 3.57340 0.376 0.087 -0.020
H -1.88559 -3.51600 3.71730 -0.347 0.679 0.144
H -2.29481 -5.21542 2.41759 -0.099 -0.048 0.425
H -2.96391 -4.50681 0.19934 -0.181 -0.040 -0.149
H -2.20982 -2.92910 0.43456 0.130 0.085 -0.102
H -3.49856 -3.45612 1.50176 -0.224 0.091 0.053
H -0.92969 -5.30635 0.25729 0.049 -0.080 0.252
O 2.78955 -6.26229 -2.67818 -0.038 -0.087 0.159
H 3.03403 -6.04543 -1.76970 -0.017 -0.082 0.007
H 2.19734 -7.01632 -2.58512 0.079 -0.007 -0.134
O 1.37664 -6.25694 3.85925 -0.014 0.324 -0.145
H 2.31595 -6.16664 3.65973 -0.004 -0.083 0.085
H 0.93128 -6.01965 3.03847 -0.031 -0.249 -0.080
O -2.74020 -8.09115 1.20458 0.036 0.164 -0.121
H -2.34662 -7.27341 1.52371 0.105 -0.080 0.049
H -2.14350 -8.38300 0.50647 -0.069 -0.095 0.063
O 3.90685 0.54132 -3.81044 -0.135 -0.272 0.163
H 4.35841 -0.12757 -3.28412 0.088 0.066 -0.070
H 3.60960 0.06645 -4.59511 0.045 0.089 -0.024
O 5.05984 1.24115 2.00309 0.054 0.040 -0.061
H 5.33526 2.05431 2.44146 -0.046 -0.036 -0.011
H 5.79109 1.03636 1.40954 -0.044 -0.013 0.030
O -2.65455 4.05691 -5.33748 -0.191 -0.130 -0.101
H -3.00858 3.54567 -4.60174 0.006 0.004 -0.055
H -3.43364 4.31916 -5.84095 0.089 -0.001 -0.040
```
Positions in Å, forces in eV/Å.

Computed properties:
- Charge: +1
- Max |F|: 1.9 eV/A
- E_HOMO: -10.8 eV
- Orbital gap: 8.4 eV
- LUMO: -2.39 eV
- Electronic energy: -78388.5013 eV

Atom charges from the Mulliken analysis, given in e for atoms 1 to 6:
1. C -0.540
2. O -0.405
3. C -0.521
4. C -0.898
5. C -0.159
6. C -1.342

---

# 2
Density functional theory data (ωB97M-V/def2-TZVPD) for the molecule C4H8O2 in a non-equilibrium geometry.

XYZ file:
```
14
Properties=species:S:1:pos:R:3:forces:R:3
O 0.21967 -1.74850 1.43642 0.017 -0.407 -0.042
C 0.05613 -0.44143 0.98515 -0.087 0.135 0.398
C 1.00989 0.13009 -0.06233 -0.142 0.132 0.235
C -0.24266 0.97879 -0.52191 0.546 -0.108 0.636
O -0.25446 1.13480 -1.91588 0.338 -0.064 0.106
C -1.15566 -0.06636 0.11429 -0.111 -0.072 0.134
H 0.13565 -2.32436 0.66557 0.024 -0.036 0.198
H 0.09829 0.21775 1.85331 -0.122 -0.211 0.172
H 1.28388 -0.66792 -0.78867 -0.425 0.483 0.086
H 1.94591 0.61169 0.25174 -0.399 0.024 0.054
H -0.28471 1.95253 -0.01915 -0.023 -0.171 0.028
H 0.63952 0.78972 -1.93614 0.163 0.211 -2.112
H -1.38125 -0.84383 -0.62910 0.104 0.105 0.174
H -2.07486 0.25105 0.61005 0.115 -0.020 -0.068
```
Positions in Å, forces in eV/Å.

Computed properties:
- Charge: 0
- Max |F|: 2.1 eV/A
- E_HOMO: -10.2 eV
- Orbital gap: 11.1 eV
- LUMO: 0.93 eV
- Electronic energy: -8371.1166 eV

Atom charges from the natural (NBO) analysis, given in e for atoms 1 to 6:
1. O -0.693
2. C 0.110
3. C -0.489
4. C 0.101
5. O -0.697
6. C -0.457

---

# 3
Density functional theory data (ωB97M-V/def2-TZVPD) for a structure of composition C13H12NO5PbS.

XYZ file:
```
33
Properties=species:S:1:pos:R:3:forces:R:3
Pb -1.93903 1.11736 -0.91432 -0.030 -0.063 0.159
O 0.31583 4.78361 0.45016 0.056 0.018 -0.029
C 0.10786 3.64616 0.04622 -0.144 0.002 -0.008
O -0.90801 3.25442 -0.63532 0.141 -0.044 0.019
C 1.17763 2.57456 0.33264 0.019 0.023 0.051
C 1.50829 1.70179 -0.88675 -0.051 -0.047 0.012
C 2.87359 1.03611 -0.70025 0.030 0.023 0.021
C 2.54783 -0.02846 0.38018 0.021 0.016 0.010
C 1.04745 0.19510 0.58989 -0.051 0.021 -0.058
O 0.62107 0.56364 -0.74593 -0.035 0.070 0.002
C 0.80026 1.47656 1.38967 -0.017 0.075 -0.032
C -0.62302 1.53707 1.97087 -0.030 -0.096 -0.015
O -0.77109 1.99010 3.09094 -0.001 0.038 -0.016
O -1.57502 1.00597 1.26026 0.069 0.101 -0.069
H 2.06087 3.11928 0.66327 0.018 -0.038 0.014
H 1.33481 2.17628 -1.84914 -0.020 -0.010 -0.001
H 3.63009 1.75387 -0.38475 0.012 -0.012 0.001
H 3.20499 0.57022 -1.62841 0.000 -0.007 0.000
H 3.10562 0.11355 1.30544 0.012 -0.003 -0.004
H 2.74092 -1.03727 0.01453 0.004 -0.003 0.002
H 0.47321 -0.66395 0.92506 -0.001 -0.005 -0.017
H 1.47296 1.54637 2.24264 -0.013 -0.019 0.016
S -4.23523 -0.63669 -0.24240 0.068 -0.078 -0.006
C -3.01720 -1.83987 -0.45597 -0.009 0.034 -0.019
C -3.29738 -3.22486 -0.37546 -0.071 0.029 0.022
C -2.29705 -4.14318 -0.56009 0.023 -0.040 -0.005
C -0.99746 -3.71031 -0.84527 -0.018 0.022 0.005
C -0.79046 -2.35135 -0.91737 0.046 -0.012 -0.012
N -1.75145 -1.44666 -0.71766 -0.011 0.000 -0.055
H -4.31367 -3.52644 -0.16251 0.012 -0.013 0.003
H -2.51436 -5.20301 -0.48880 -0.009 0.005 -0.001
H -0.18364 -4.40390 -1.00384 0.000 0.003 -0.003
H 0.19080 -1.94606 -1.14753 -0.020 0.008 0.013
```
Positions in Å, forces in eV/Å.

Computed properties:
- Charge: -1
- Max |F|: 0.2 eV/A
- E_HOMO: -4.7 eV
- Orbital gap: 7.5 eV
- LUMO: 2.76 eV
- Electronic energy: -41490.4138 eV

Atom charges from the natural (NBO) analysis, given in e for atoms 1 to 6:
1. Pb 1.417
2. O -0.676
3. C 0.790
4. O -0.857
5. C -0.353
6. C 0.095

---

Which formula does entry 1 have?
C22H63B2N4O14P2

---

What is the formula in the first record?
C22H63B2N4O14P2

---

Number 3 is which compound?
C13H12NO5PbS